This record from the Open Molecules 2025 dataset describes C19H26N3O4S2V as an isolated structure. The level of theory is the ωB97M-V functional and the def2-TZVPD basis.

Geometry (Å):
V -0.624 0.384 0.288
C -1.780 -0.761 8.182
C -1.907 -0.568 6.708
C -0.761 -0.367 5.916
C -0.862 -0.159 4.563
C -2.139 -0.157 3.981
C -3.299 -0.363 4.739
C -3.164 -0.563 6.096
S -2.318 0.095 2.318
O -1.489 1.289 1.834
O -3.671 0.083 1.881
N -1.360 -0.910 1.412
C -1.663 -1.899 0.443
C -2.387 -3.059 0.497
C -2.413 -3.805 -0.683
C -1.746 -3.363 -1.820
C -1.060 -2.163 -1.785
N -1.024 -1.453 -0.651
H -0.850 -1.264 8.440
H -2.618 -1.325 8.585
H -1.772 0.215 8.675
H 0.214 -0.381 6.386
H 0.027 -0.010 3.964
H -4.273 -0.363 4.269
H -4.049 -0.721 6.697
H -2.894 -3.377 1.397
H -2.955 -4.742 -0.708
H -1.755 -3.946 -2.730
H -0.534 -1.768 -2.643
O -1.786 1.216 -0.859
S -3.348 1.535 -1.016
C -3.412 2.243 -2.670
C -3.035 3.711 -2.513
C -3.789 4.189 -1.275
C -3.581 3.134 -0.180
H -4.457 2.113 -2.966
H -2.785 1.632 -3.318
H -3.319 4.267 -3.405
H -1.956 3.814 -2.385
H -4.852 4.290 -1.494
H -3.435 5.156 -0.923
H -4.416 3.013 0.509
H -2.667 3.281 0.397
C 2.480 2.741 1.613
N 3.074 1.799 0.655
C 4.514 1.989 0.375
C 2.424 0.862 0.073
O 1.155 0.626 0.267
H 3.129 2.785 2.486
H 1.489 2.414 1.909
H 2.438 3.726 1.152
H 4.662 3.006 0.017
H 4.845 1.278 -0.376
H 5.067 1.840 1.300
H 2.950 0.206 -0.615

Cartesian forces (eV/Å) of the 3 atoms listed first:
0.0 -0.3 0.0
0.0 0.0 0.0
0.0 0.0 0.0

The value obtained for the molar mass is 475.51 u. The value obtained for the HOMO energy (spin up / spin down) is -17.35 / -17.35 eV. The calculation puts the total energy at -80117.6580 eV. As for the spin multiplicity: 2. The value obtained for the relative energy (zero: lowest compared OMol25 entry of this formula, charge and spin) is 2.6 kcal/mol. As for the charge: +3.

Here is what natural (NBO) gives for the atomic charges, in e:
1 V 1.51
2 C -0.66
3 C 0.13
4 C -0.20
5 C -0.16
6 C -0.40
7 C -0.12
8 C -0.21
9 S 2.29
10 O -0.87
11 O -0.85
12 N -0.75
13 C 0.35
14 C -0.23
15 C -0.06
16 C -0.23
17 C 0.09
18 N -0.47
19 H 0.25
20 H 0.25
21 H 0.27
22 H 0.25
23 H 0.22
24 H 0.26
25 H 0.26
26 H 0.27
27 H 0.27
28 H 0.27
29 H 0.24
30 O -0.85
31 S 1.22
32 C -0.56
33 C -0.42
34 C -0.42
35 C -0.57
36 H 0.27
37 H 0.28
38 H 0.28
39 H 0.22
40 H 0.24
41 H 0.27
42 H 0.28
43 H 0.26
44 C -0.43
45 N -0.25
46 C -0.42
47 C 0.55
48 O -0.63
49 H 0.26
50 H 0.22
51 H 0.26
52 H 0.25
53 H 0.24
54 H 0.25
55 H 0.22